No. 1
The following is a DFT calculation (ωB97M-V with the def2-TZVPD basis set) of C9H29AgBF4N7O5 as an isolated structure at a distorted geometry.

```
56
Properties=species:S:1:pos:R:3:lowdin_charge:R:1
Ag -0.53 1.71 -4.17 0.9236
B -0.35 1.27 -1.02 -1.4963
F -0.14 2.46 -0.31 0.1442
F -1.53 1.31 -1.65 0.1543
F 0.61 1.16 -2.01 0.0863
F -0.35 0.16 -0.28 0.2099
C 1.22 -3.64 2.51 -0.0567
C 1.08 -2.14 2.86 -0.4776
C 2.31 -1.33 2.39 -0.2266
O 3.37 -1.48 3.27 -0.1825
C 4.67 -1.07 2.81 -0.0689
N -0.10 -1.77 2.25 0.0400
H 1.41 -3.68 1.44 0.0654
H 0.29 -4.17 2.71 0.0764
H 2.11 -4.14 2.90 0.0738
H 0.95 -1.98 3.93 0.1465
H 1.98 -0.29 2.46 0.1188
H 2.51 -1.62 1.35 0.1255
H 5.34 -0.86 3.65 0.0890
H 4.51 -0.26 2.10 0.0700
H 5.14 -1.85 2.21 0.0798
H -0.07 -0.77 2.37 0.0599
H -0.08 -1.92 1.25 0.0698
C -2.27 1.46 1.70 -0.0582
C -1.68 2.68 2.52 -0.3210
O -0.32 2.68 2.47 -0.0672
H -3.26 1.29 2.12 0.0718
H -1.79 0.48 1.64 0.0554
H -2.27 1.73 0.65 0.0350
H -2.01 2.56 3.55 0.1036
H -2.13 3.61 2.17 0.1095
H -0.08 3.04 1.62 0.0635
C 3.88 2.16 -1.13 -0.6561
O 5.06 2.57 -0.79 -0.0454
N 3.39 2.19 -2.36 0.1448
N 3.08 1.50 -0.30 0.1759
H 2.40 2.00 -2.44 0.0630
H 3.97 2.20 -3.19 0.1142
H 3.14 1.38 0.70 0.1071
H 2.10 1.41 -0.55 0.0622
C -4.52 0.02 -0.69 -0.7849
O -5.13 -0.15 0.37 0.0025
N -4.41 1.13 -1.33 0.1787
N -3.83 -0.95 -1.20 0.1750
H -3.52 1.34 -1.78 0.0845
H -5.00 1.85 -0.94 0.1278
H -3.87 -1.89 -0.83 0.1359
H -3.53 -0.71 -2.13 0.0516
C -1.96 -1.26 -4.11 -0.7769
O -3.21 -1.11 -4.17 0.0066
N -1.25 -1.27 -5.18 0.1555
N -1.28 -1.31 -3.01 0.1917
H -0.30 -1.60 -5.17 0.1161
H -1.73 -1.30 -6.07 0.1299
H -1.75 -1.23 -2.12 0.0936
H -0.30 -1.59 -3.04 0.1298
```

Computed properties:
energy: -1691.2703 Ha
energy above the lowest of the compared OMol25 structures with the same formula, charge and spin: 1.786 eV
gap between HOMO and LUMO: 5.2267 eV
HOMO: -8.9 eV
LUMO energy: -0.13598 Ha

No. 2
The following is a DFT calculation (ωB97M-V with the def2-TZVPD basis set) of C34H41MoN5OS5 as an isolated structure.

```
87
Properties=species:S:1:pos:R:3:lowdin_charge:R:1
Mo -1.58 0.67 -0.91 0.7193
S -2.34 -1.46 -1.91 0.6219
C -1.71 -1.54 -3.56 -0.6632
C -1.59 -2.76 -4.23 -0.0890
C -1.13 -2.79 -5.54 -0.0467
C -0.80 -1.62 -6.21 -0.0508
C -0.94 -0.40 -5.57 -0.0691
C -1.38 -0.39 -4.26 -0.5569
S -1.73 1.08 -3.37 0.9590
C -0.28 2.10 -3.69 -0.3326
C -0.03 2.98 -2.50 -0.3066
C 0.89 4.01 -2.60 0.0148
C 1.03 4.88 -1.53 0.0089
C 0.22 4.72 -0.43 0.0066
C -0.69 3.68 -0.39 -0.3181
C -1.68 3.54 0.71 -0.3189
S -1.67 1.85 1.34 0.8337
C -3.35 1.69 1.83 -0.5733
C -3.67 1.82 3.18 -0.0788
C -5.01 1.81 3.55 -0.0537
C -5.98 1.69 2.56 -0.0405
C -5.65 1.56 1.22 -0.0848
C -4.31 1.55 0.84 -0.6535
S -3.90 1.32 -0.87 0.6011
N -0.76 2.76 -1.39 -0.0126
H -1.85 -3.68 -3.72 0.1123
H -1.03 -3.74 -6.04 0.1193
H -0.45 -1.66 -7.23 0.1187
H -0.72 0.52 -6.10 0.1191
H -0.48 2.73 -4.55 0.1109
H 0.58 1.46 -3.93 0.0974
H 1.45 4.14 -3.51 0.1370
H 1.75 5.69 -1.58 0.1330
H 0.25 5.42 0.40 0.1344
H -2.68 3.71 0.31 0.1000
H -1.48 4.24 1.52 0.1064
H -2.90 1.93 3.93 0.1150
H -5.29 1.91 4.59 0.1170
H -7.03 1.68 2.84 0.1206
H -6.42 1.44 0.48 0.1154
C -1.93 -5.81 1.28 -0.0624
C -1.06 -4.79 2.01 -0.2063
N -1.45 -3.39 1.76 0.0261
C -1.01 -2.51 0.87 -0.7046
S -1.73 -0.93 1.06 0.6488
N -0.05 -2.71 -0.01 0.0310
C 0.61 -3.94 -0.49 -0.1986
C 2.05 -4.01 -0.02 -0.0532
H -1.59 -6.81 1.50 0.0907
H -1.91 -5.67 0.20 0.0717
H -2.97 -5.73 1.60 0.0857
H 0.00 -4.90 1.80 0.1025
H -1.16 -4.92 3.09 0.1290
H -2.24 -3.06 2.29 0.1257
H 0.14 -1.89 -0.57 0.0543
H 0.54 -3.91 -1.58 0.1253
H 0.04 -4.80 -0.17 0.0886
H 2.62 -3.15 -0.37 0.0663
H 2.53 -4.91 -0.41 0.0910
H 2.11 -4.04 1.07 0.0807
C 1.79 2.94 2.65 -0.0595
C 2.22 1.52 2.99 -0.2057
N 3.53 1.17 2.46 -0.0461
C 4.65 1.40 3.40 -0.1903
C 4.90 0.20 4.29 -0.0575
C 3.86 0.68 1.25 -0.3888
O 5.02 0.45 0.95 0.0674
C 2.83 0.36 0.15 -0.0347
C 3.39 -0.14 -1.02 0.0365
C 2.59 -0.49 -2.09 -0.0001
C 1.23 -0.31 -1.97 -0.1422
N 0.66 0.18 -0.86 -0.0949
C 1.45 0.50 0.18 -0.0816
H 0.87 3.21 3.16 0.0770
H 1.64 3.08 1.57 0.0552
H 2.56 3.65 2.96 0.0874
H 1.47 0.77 2.73 0.1016
H 2.30 1.43 4.07 0.1250
H 4.38 2.28 3.98 0.1214
H 5.53 1.65 2.81 0.1219
H 4.00 -0.09 4.83 0.0737
H 5.67 0.42 5.02 0.0857
H 5.24 -0.65 3.69 0.0810
H 4.47 -0.25 -1.05 0.1351
H 3.01 -0.90 -3.00 0.1275
H 0.55 -0.61 -2.77 0.0913
H 0.92 0.88 1.03 0.0483
```

Computed properties:
energy: -3727.9937 Ha
energy above the lowest of the compared OMol25 structures with the same formula, charge and spin: 0.811 eV
spin multiplicity: 3
⟨S²⟩: 2.03
charge: +2
gap between HOMO and LUMO (spin up / spin down): 6.7324 / 6.2657 eV
HOMO (spin up / spin down): -12.6 / -12.6 eV
LUMO energy (spin up / spin down): -0.21655 / -0.23438 Ha